(1)
The molecule C7H13N. Source: OMol25; level of theory: ωB97M-V with the def2-TZVPD basis set.

Structure (ORCA input):
```
! RIJCOSX wB97M-V def2-TZVPD def2/J DEFGRID3
* xyz 0 1
N 0.96684 1.72226 -0.95719
C 0.47447 0.34380 -0.86564
C -1.04236 -1.28804 0.17674
C 0.45010 -0.51896 -2.15506
C 1.56199 -0.98785 -2.69281
C 0.00712 0.32456 1.63783
C -0.12728 -0.20011 0.30477
C -1.28557 0.79634 2.32445
H 0.66595 -0.18209 2.28280
H -2.04685 -1.37725 -0.31830
H 2.44559 -0.89633 -2.08917
H -0.29416 -2.13947 -0.28246
H 0.63546 1.36779 1.66379
H 0.86462 2.16845 -0.12743
H -1.08502 1.29299 3.32276
H 1.77542 1.93622 -1.59222
H 1.73768 -1.73982 -3.40603
H -1.67031 1.54490 1.77860
H -2.04745 -0.02922 2.48164
H -0.47546 -0.54777 -2.63762
H -1.51076 -1.59042 1.15058
*
```

Results
maximum force: 5.870 eV/Å
HOMO level: -7.32 eV
E: -329.13952 Ha
SMILES: C=C/C(N)=C(\C)CC
Kohn-Sham gap: 8.3246 eV

Results of the natural (NBO) charge analysis, in e, for atoms 1 through 5: -0.8281, 0.1806, -0.6624, -0.1952, -0.3864

---

(2)
The molecule C7H13N. Source: OMol25; level of theory: ωB97M-V with the def2-TZVPD basis set.

Structure (ORCA input):
```
! RIJCOSX wB97M-V def2-TZVPD def2/J DEFGRID3
* xyz 0 1
N 0.36898 2.85711 -0.33325
C 0.54225 1.54822 0.00522
C -0.01781 -1.60825 0.33477
C -0.47201 -1.35541 1.55261
C 0.48795 0.85191 -2.31060
C 1.11699 -0.80764 -0.33751
C 0.70932 0.51027 -0.85176
C -1.83123 -1.77765 1.99819
H 0.52246 1.37513 1.08183
H -2.17598 -2.72939 1.62022
H 1.93467 -0.76443 0.40842
H -2.07606 -1.97908 3.04068
H 0.54927 3.58635 0.34143
H -2.65267 -0.95733 1.68662
H 0.48002 3.10707 -1.28896
H 1.39650 1.18942 -2.77346
H -0.51383 -2.34857 -0.35878
H 1.66265 -1.39951 -1.06413
H -0.31489 1.60858 -2.31978
H 0.17661 -0.10812 -2.75374
H 0.10682 -0.79869 2.32197
*
```

Results
maximum force: 2.921 eV/Å
HOMO level: -7.35 eV
E: -329.19844 Ha
SMILES: C/C=C/C/C(C)=C/N
Kohn-Sham gap: 8.3948 eV

Results of the natural (NBO) charge analysis, in e, for atoms 1 through 5: -0.8250, 0.0226, -0.1566, -0.2143, -0.6420

---

(3)
The molecule C7H13N. Source: OMol25; level of theory: ωB97M-V with the def2-TZVPD basis set.

Structure (ORCA input):
```
! RIJCOSX wB97M-V def2-TZVPD def2/J DEFGRID3
* xyz 0 1
N -1.68077 2.22400 -0.40892
C -1.06397 1.22011 -1.31177
C 2.28912 -2.12044 -0.27233
C 0.72331 -0.32914 0.70385
C 1.82689 -0.86804 -0.27828
C -0.76782 -0.58047 0.63486
C -1.54068 -0.25262 -0.66994
C 1.34356 0.30817 1.71583
H 0.76887 0.61268 2.62984
H -2.53353 -0.05735 -0.25705
H 2.31581 -0.02087 -0.81449
H -1.25387 0.15375 1.38877
H -2.26130 1.70807 0.25554
H -1.59573 -1.04110 -1.46516
H 2.36173 0.54903 1.73921
H -1.22635 3.00521 -0.12172
H 3.18147 -2.40773 -0.75865
H 0.01240 1.16293 -1.40250
H 1.74207 -3.01231 0.03319
H -0.94458 -1.56037 0.97881
H -1.69664 1.30652 -2.31908
*
```

Results
maximum force: 4.340 eV/Å
HOMO level: -8.78 eV
E: -329.15524 Ha
SMILES: C=CC(=C)CCCN
Kohn-Sham gap: 9.8072 eV

Results of the natural (NBO) charge analysis, in e, for atoms 1 through 5: -0.8702, -0.2115, -0.3958, -0.0143, -0.2061

---

(4)
The molecule C7H13N. Source: OMol25; level of theory: ωB97M-V with the def2-TZVPD basis set.

Structure (ORCA input):
```
! RIJCOSX wB97M-V def2-TZVPD def2/J DEFGRID3
* xyz 0 1
N 3.35981 -0.86321 0.56317
C 0.02083 0.32617 -0.34736
C -0.83690 -0.37289 0.49560
C 1.28968 -0.33520 -0.68834
C -0.25104 1.53196 -0.91326
C -3.10016 -0.04826 -0.58724
C -2.27220 -0.04230 0.70566
C 2.18962 -0.19630 0.54527
H -1.07180 2.15777 -0.57799
H -2.99307 0.90485 -1.09296
H -4.15621 -0.29916 -0.50194
H -2.68707 -0.78734 -1.28386
H 4.04796 -0.34544 1.10701
H -2.78803 -0.58071 1.49992
H 2.07695 0.84188 0.93564
H 1.08665 -1.40860 -0.80846
H 1.43724 -0.70000 1.29758
H -0.60678 -1.42889 0.61932
H 1.76439 -0.17474 -1.65461
H 0.44044 2.00706 -1.59162
H -2.31925 1.00641 1.01606
*
```

Results
maximum force: 2.191 eV/Å
HOMO level: -6.64 eV
E: -329.05330 Ha
Kohn-Sham gap: 4.4999 eV

Results of the natural (NBO) charge analysis, in e, for atoms 1 through 5: -0.6224, -0.1021, -0.0979, -0.4481, -0.2766

---

(5)
A structure of composition C7H13N. Source: OMol25; level of theory: ωB97M-V with the def2-TZVPD basis set.

Structure (ORCA input):
```
! RIJCOSX wB97M-V def2-TZVPD def2/J DEFGRID3
* xyz 0 1
N -2.21974 0.82268 -0.63784
C 1.01923 0.95742 0.59985
C 1.64318 -1.09383 -1.49708
C -1.05039 -0.34189 1.18538
C -2.28997 -0.30579 0.27361
C 0.24478 -0.20747 0.44851
C 0.55660 -1.06223 -0.65210
C 2.45363 1.00884 0.45228
H -1.01921 -1.37403 1.56674
H -2.84238 0.74771 -1.41126
H -1.11030 0.30871 2.05452
H 2.69020 -0.93439 -1.32858
H -0.16644 -1.84958 -0.86357
H -3.22271 -0.18126 0.83553
H -2.33843 -1.27184 -0.23968
H 1.71516 0.99048 -0.48297
H 1.38718 -1.53276 -2.46199
H 0.49251 1.84921 0.94816
H 3.04381 0.16077 0.78030
H 2.84897 1.97670 0.70316
H -1.44162 1.43197 -0.75464
*
```

Results
maximum force: 5.164 eV/Å
HOMO level: -7.22 eV
E: -329.09376 Ha
Kohn-Sham gap: 7.8857 eV

Results of the natural (NBO) charge analysis, in e, for atoms 1 through 5: -0.8884, -0.2392, -0.4930, -0.4229, -0.2010

---

(6)
The ion C7H13N with charge +1. Source: OMol25; level of theory: ωB97M-V with the def2-TZVPD basis set.

Structure (ORCA input):
```
! RIJCOSX wB97M-V def2-TZVPD def2/J DEFGRID3
* xyz 1 2
N -0.63413 -1.66353 1.51637
C 0.85428 0.71975 -1.03502
C 2.06979 0.49527 -1.45824
C 0.71696 -2.07228 -0.47357
C 0.04445 -1.16037 0.42888
C -0.76320 1.10135 0.95341
C 0.09919 0.18484 0.14959
C -1.76687 2.06219 0.29732
H -0.03819 -2.23134 2.07559
H 0.03749 1.71739 1.50385
H 1.83425 -2.18242 -0.22598
H -2.57477 2.61409 0.88961
H -2.33967 1.42782 -0.40034
H 0.16672 1.43743 -1.65043
H -1.40191 0.61711 1.69741
H -1.50318 -2.06682 1.29495
H 2.87790 -0.16247 -1.00282
H 2.55393 0.91987 -2.32427
H -1.13100 2.83741 -0.29132
H 0.61314 -1.63374 -1.47177
H 0.28485 -2.96154 -0.47323
*
```

Results
maximum force: 4.573 eV/Å
HOMO level (spin up / spin down): -14.34 / -14.40 eV
<S²>: 0.756
E: -328.88459 Ha
Kohn-Sham gap (spin up / spin down): 10.2154 / 6.7730 eV

Results of the natural (NBO) charge analysis, in e, for atoms 1 through 5: -0.8413, -0.3038, -0.2468, -0.6951, 0.4076

---

(7)
The ion C7H13N with charge +1. Source: OMol25; level of theory: ωB97M-V with the def2-TZVPD basis set.

Structure (ORCA input):
```
! RIJCOSX wB97M-V def2-TZVPD def2/J DEFGRID3
* xyz 1 2
N -1.51654 -1.13092 -1.76584
C 0.15566 0.04904 -0.38583
C 0.65896 0.13987 0.94374
C -0.92276 -0.81124 -0.59380
C -0.51714 2.00987 -1.75104
C 0.75049 -0.87977 1.84770
C 0.63119 1.04834 -1.38266
C 1.04116 -0.70520 3.29389
H -0.96833 1.88940 -2.73448
H -1.38366 1.93430 -1.09345
H 1.46532 1.64580 -1.01659
H -0.21060 3.04889 -1.63930
H -1.64011 -0.39977 -2.46014
H 1.29280 0.98229 1.22325
H 0.52039 -1.89776 1.53933
H -1.14490 -1.44312 0.25870
H 1.08468 0.55653 -2.25039
H 0.79093 0.26430 3.70370
H 0.54788 -1.51461 3.82747
H 2.12168 -0.81649 3.47335
H -2.45351 -1.49350 -1.56867
*
```

Results
maximum force: 2.347 eV/Å
HOMO level (spin up / spin down): -12.99 / -14.54 eV
<S²>: 0.776
E: -328.96433 Ha
Kohn-Sham gap (spin up / spin down): 8.9234 / 8.0619 eV

Results of the natural (NBO) charge analysis, in e, for atoms 1 through 5: -0.6643, 0.0604, -0.2323, 0.1447, -0.6253

---

(8)
A cluster of 2 separate species, C7H13N2 in total. Source: OMol25; level of theory: ωB97M-V with the def2-TZVPD basis set.

Structure (ORCA input):
```
! RIJCOSX wB97M-V def2-TZVPD def2/J DEFGRID3
* xyz 1 1
N 0.89769 0.15920 0.00591
N -2.32479 2.03338 -1.18298
C 1.89875 -0.90743 -0.03204
C -1.29172 -1.94599 1.14321
C 1.61202 1.41104 0.07108
C -1.05986 -1.28703 -0.30877
C -0.37460 -0.01294 -0.01155
C 3.09816 -0.30961 0.12711
C 2.92271 1.16648 0.16098
H -1.01453 0.89042 0.00332
H -2.22302 -1.82836 1.61394
H -2.03130 -1.00798 -0.75895
H -3.05760 2.11639 -0.51890
H 3.94964 -0.84950 0.45800
H 1.07618 2.37441 0.05677
H 3.60488 1.98860 0.29235
H -0.70093 -1.44895 1.89780
H -1.12601 -2.99279 1.23071
H -2.54293 1.37111 -1.85809
H -2.42389 2.97452 -1.57233
H 1.58713 -1.90491 -0.00881
H -0.47599 -1.99005 -0.80876
*
```

Results
maximum force: 3.507 eV/Å
HOMO level: -13.62 eV
E: -383.72669 Ha
Kohn-Sham gap: 8.7061 eV

Results of the natural (NBO) charge analysis, in e, for atoms 1 through 5: -0.3155, -1.0909, -0.0631, -0.6072, -0.0382

---

(9)
The ion C7H13N2O with charge +1. Source: OMol25; level of theory: ωB97M-V with the def2-TZVPD basis set.

Structure (ORCA input):
```
! RIJCOSX wB97M-V def2-TZVPD def2/J DEFGRID3
* xyz 1 1
O -1.72067 -1.86936 -0.25269
N -2.62482 0.19651 0.41374
N -0.89484 1.36926 -0.53677
C 1.93874 -0.96124 -0.37434
C 0.67330 -0.43559 -1.14388
C 0.00504 0.34297 -0.11193
C 0.93507 0.88145 0.87951
C -2.16910 1.27924 -0.20604
C -1.56362 -0.89093 0.66049
C 2.34031 0.29719 0.34307
H 1.04504 0.07019 -1.99342
H 0.01052 -1.36568 -1.61766
H -0.58704 2.26544 -1.05225
H -2.93209 2.01104 -0.52204
H 2.93261 0.01824 1.23070
H 1.50713 -1.79129 0.23646
H 2.68304 1.17579 -0.17964
H 1.13925 2.01512 1.00179
H 0.94459 0.58374 1.90536
H -1.41755 -1.02686 1.67481
H -1.44058 -2.69920 -0.12219
H -3.55340 -0.04065 0.67239
H 2.74906 -1.42538 -0.90543
*
```

Results
maximum force: 5.844 eV/Å
HOMO level: -13.12 eV
E: -458.93391 Ha
Kohn-Sham gap: 10.0930 eV

Results of the natural (NBO) charge analysis, in e, for atoms 1 through 5: -0.6697, -0.5710, -0.5355, -0.4001, -0.4776

---

(10)
A cluster of 2 separate species, C7H13N2O2S in total. Source: OMol25; level of theory: ωB97M-V with the def2-TZVPD basis set.

Structure (ORCA input):
```
! RIJCOSX wB97M-V def2-TZVPD def2/J DEFGRID3
* xyz 1 1
S -1.69799 -0.43974 0.35076
O -0.70701 -0.82317 1.33791
O -1.26335 -0.53748 -1.02887
N 2.06455 -0.50936 -0.45464
N 1.13615 1.45147 -0.16812
C 0.22135 2.38862 -0.61011
C -3.13661 -1.44953 0.62827
C 1.80131 1.12150 0.99093
C 1.36870 0.42242 -1.04039
C -2.25662 1.20700 0.67094
C 2.41135 -1.76530 -1.11785
C 2.30817 -0.12050 0.82048
H -3.16164 -2.17060 -0.19649
H 1.87029 -2.59012 -0.66107
H -3.99264 -0.73596 0.62431
H -2.95810 -1.97077 1.56505
H 1.91415 1.72286 1.96536
H 3.42318 -2.03205 -0.90043
H 0.18433 3.38303 -0.28542
H 0.88841 0.31673 -2.04806
H 2.01783 -1.68104 -2.13886
H -1.96334 1.68395 1.67603
H -3.13218 1.64844 0.01686
H 2.93882 -0.75699 1.50955
H -0.27908 2.23660 -1.50614
*
```

Results
maximum force: 2.989 eV/Å
HOMO level (spin up / spin down): -12.25 / -13.30 eV
E: -932.30248 Ha
Kohn-Sham gap (spin up / spin down): 7.7669 / 9.0537 eV

Results of the natural (NBO) charge analysis, in e, for atoms 1 through 5: 2.1010, -0.9594, -0.9701, -0.2820, -0.3502

---

Look up the E of the third one. -329.15524 Ha